Entry 1:
ORCA calculation (wB97M-V/def2-TZVPD) on one molecule with the formula C6H10O in a non-equilibrium geometry.

Geometry as XYZ:
```
17
Properties=species:S:1:pos:R:3:mulliken_charge:R:1
C -0.25 -0.69 1.40 -0.610
C 1.08 -0.83 0.99 -0.707
C 0.64 1.68 1.08 -1.255
C 0.30 0.48 0.37 0.872
C -0.02 0.25 -1.05 0.236
C 0.63 -0.86 -2.02 -1.086
O -0.92 1.10 -1.69 -0.514
H -0.88 -1.39 1.01 0.283
H -0.65 -0.27 2.29 0.270
H 1.94 -0.74 1.60 0.281
H 1.21 -1.58 0.32 0.314
H 0.97 2.62 0.63 0.341
H 0.28 1.87 2.07 0.326
H -0.04 -1.79 -2.08 0.252
H 1.64 -1.13 -1.56 0.308
H 0.62 -0.37 -3.02 0.368
H -1.40 1.67 -1.10 0.321
```

LUMO level (spin up / spin down), eV: 0.322 / 0.948
Largest force on an atom, eV/Å: 3.195
Calculated total energy, hartree: -309.659588
Energy above the lowest of the compared OMol25 structures with the same formula, charge and spin, eV: 4.974
Orbital gap (spin up / spin down), eV: 6.68 / 8.19
E_HOMO (spin up / spin down), eV: -6.4 / -7.2

=====

Entry 2:
ORCA calculation (wB97M-V/def2-TZVPD) on a 2-piece molecular cluster, C5H13NO overall in a non-equilibrium geometry.

Geometry as XYZ:
```
20
Properties=species:S:1:pos:R:3:mulliken_charge:R:1
C 1.11 -0.16 -2.63 -0.196
N 0.27 -0.40 -1.78 -0.371
C 0.20 0.69 -0.83 -0.842
C 1.15 0.86 0.34 -0.475
C 1.51 -0.42 1.16 -0.459
C 0.41 -0.76 2.17 -1.006
H 1.42 -0.77 -3.48 0.285
H 1.86 0.75 -2.49 0.155
H -0.82 0.76 -0.38 0.294
H 0.12 1.56 -1.50 0.519
H 2.06 1.19 -0.26 0.224
H 0.87 1.60 1.14 0.332
H 1.66 -1.25 0.38 0.301
H 2.43 -0.19 1.60 0.357
H 0.67 -1.85 2.46 0.261
H -0.59 -0.86 1.66 0.257
H 0.48 -0.18 3.04 0.365
O -5.18 -0.51 -0.38 -0.634
H -5.28 0.42 -0.43 0.309
H -4.34 -0.48 0.21 0.323
```

LUMO level, eV: 0.676
SMILES: C=NCCCC.O
Largest force on an atom, eV/Å: 4.792
Calculated total energy, hartree: -328.212172
Energy above the lowest of the compared OMol25 structures with the same formula, charge and spin, eV: 2.903
Orbital gap, eV: 10.36
E_HOMO, eV: -9.7

=====

Entry 3:
ORCA calculation (wB97M-V/def2-TZVPD) on a 2-piece molecular cluster, C9H14O2 overall in a non-equilibrium geometry.

Geometry as XYZ:
```
25
Properties=species:S:1:pos:R:3:mulliken_charge:R:1
C 1.52 -2.08 1.07 0.209
C 1.25 -3.52 1.50 -1.099
O 2.86 -2.12 0.51 -0.531
H 0.83 -1.58 0.40 0.087
H 1.52 -1.49 2.01 0.122
H 1.25 -3.65 2.56 0.286
H 2.93 -1.70 -0.34 0.278
H 1.71 -4.24 0.84 0.336
H 0.22 -3.79 1.18 0.322
C -1.20 0.97 -2.93 -1.379
C 0.38 1.83 0.32 -0.297
C 0.28 1.68 -1.04 -0.862
C -0.78 1.81 1.18 0.785
C -0.96 1.21 -1.50 1.056
C -2.02 1.46 0.67 -0.387
C -2.08 1.16 -0.68 -0.509
O -0.70 2.09 2.50 -0.427
H 1.29 2.29 0.71 0.390
H 1.06 1.89 -1.76 0.498
H 0.18 2.57 2.58 0.365
H -2.93 1.58 1.35 0.373
H -0.91 1.88 -3.49 0.369
H -2.20 0.71 -3.23 0.394
H -3.10 0.86 -1.09 0.284
H -0.41 0.17 -3.32 0.334
```

LUMO level (spin up / spin down), eV: -3.936 / -7.827
Multiplicity: 2
Largest force on an atom, eV/Å: 3.644
Calculated total energy, hartree: -501.460606
Energy above the lowest of the compared OMol25 structures with the same formula, charge and spin, eV: 1.391
Orbital gap (spin up / spin down), eV: 8.70 / 4.81
E_HOMO (spin up / spin down), eV: -12.6 / -12.6
Net charge: +1

=====

Entry 4:
ORCA calculation (wB97M-V/def2-TZVPD) on C31H35N5O8PPdS3 as an isolated structure in a non-equilibrium geometry.

Geometry as XYZ:
```
84
Properties=species:S:1:pos:R:3:mulliken_charge:R:1
Pd -0.41 -1.09 -0.83 0.668
C -4.64 -5.27 -2.59 -1.239
C -4.84 -3.81 -2.20 -0.101
O -3.89 -3.49 -1.17 -0.278
P -3.15 -2.10 -0.93 0.703
S -2.07 -0.69 1.02 -0.235
S -1.93 -1.74 -2.62 -0.326
O -4.39 -1.11 -1.24 -0.400
C -4.23 0.31 -1.29 0.013
C -4.95 0.96 -0.12 -1.115
H -5.34 -5.54 -3.37 0.397
H -4.79 -5.91 -1.73 0.300
H -3.63 -5.42 -2.96 0.288
H -5.84 -3.65 -1.80 0.259
H -4.68 -3.15 -3.06 0.358
H -4.67 0.63 -2.24 0.328
H -3.17 0.58 -1.31 -0.009
H -6.01 0.74 -0.17 0.341
H -4.79 2.03 -0.16 0.374
H -4.55 0.57 0.81 0.219
O 3.96 -0.08 -1.65 -0.704
S 2.84 0.07 -2.56 1.089
O 2.43 1.42 -2.83 -0.632
N 1.63 -0.90 -2.04 0.365
C 1.55 -2.02 -2.76 0.472
O 0.84 -2.97 -2.42 -0.546
C 2.36 -1.97 -4.00 -0.338
C 2.32 -2.86 -5.07 -0.481
C 3.07 -2.57 -6.20 -0.552
C 3.85 -1.43 -6.27 -0.499
C 3.89 -0.54 -5.20 -0.603
C 3.14 -0.83 -4.09 0.169
H 1.68 -3.73 -5.02 0.517
H 3.03 -3.24 -7.05 0.396
H 4.42 -1.22 -7.16 0.402
H 4.47 0.37 -5.24 0.471
C 0.13 -5.85 0.85 -1.046
N 0.94 -4.65 0.87 0.143
C 2.23 -4.66 1.24 -0.134
C 2.98 -3.53 1.23 -1.137
C 2.33 -2.31 0.85 0.786
N 1.05 -2.33 0.52 0.274
C 0.33 -3.47 0.45 0.075
O -0.83 -3.47 0.05 -0.553
N 2.95 -1.13 0.91 -0.141
H 0.46 -6.53 1.64 0.386
H 0.20 -6.34 -0.12 0.293
H -0.90 -5.56 1.01 0.304
H 2.64 -5.61 1.56 0.394
H 4.01 -3.53 1.53 0.433
H 3.95 -1.07 0.92 0.234
H 2.43 -0.34 0.53 -0.014
C -1.04 5.41 5.93 -1.567
C -0.34 4.20 5.37 0.858
C 0.14 3.23 6.24 -0.872
C 0.73 2.08 5.76 -0.821
C 0.88 1.91 4.40 -1.032
C 0.43 2.89 3.50 0.178
N 0.61 2.60 2.16 0.344
C 0.96 3.39 1.10 0.002
C 1.49 4.67 1.25 -0.230
C 1.82 5.44 0.15 -0.686
C 1.63 4.95 -1.13 -0.990
C 1.12 3.67 -1.31 -0.509
C 0.80 2.88 -0.22 0.118
C 0.35 1.48 -0.44 1.474
O -0.41 1.18 -1.39 -0.742
O 0.73 0.62 0.40 -0.957
C -0.23 4.02 3.99 1.231
C -0.91 4.99 3.07 -1.538
H -0.87 5.48 7.00 0.398
H -2.11 5.34 5.75 0.336
H -0.67 6.32 5.45 0.318
H 0.02 3.38 7.31 0.359
H 1.07 1.31 6.44 0.390
H 1.34 1.02 4.00 0.613
H 0.55 1.61 1.91 -0.230
H 1.67 5.04 2.25 0.648
H 2.24 6.42 0.30 0.402
H 1.89 5.55 -1.99 0.403
H 0.99 3.26 -2.30 0.475
H -0.98 4.59 2.06 0.414
H -0.39 5.95 3.03 0.355
H -1.92 5.18 3.43 0.492
```

LUMO level (spin up / spin down), eV: -2.727 / -2.418
Multiplicity: 2
Largest force on an atom, eV/Å: 4.475
Calculated total energy, hartree: -3741.813696
Energy above the lowest of the compared OMol25 structures with the same formula, charge and spin, eV: 4.383
Orbital gap (spin up / spin down), eV: 4.28 / 4.59
E_HOMO (spin up / spin down), eV: -7.0 / -7.0